1.
{"formula": "C27H28CrFN6O4S", "method": "ωB97M-V with the def2-TZVPD basis set", "spin_multiplicity": 4, "gap_ev": [7.07, 7.02], "energy_ev": -87558.99380, "lumo_energy_ev": [0.069, 0.071], "s_squared": 4.03, "species": ["Cr", "N", "N", "C", "N", "S", "H", "H", "H", "H", "H", "F", "C", "C", "N", "C", "C", "O", "O", "C", "O", "N", "C", "O", "H", "H", "H", "H", "C", "C", "C", "C", "C", "C", "C", "C", "C", "C", "C", "C", "C", "C", "H", "H", "H", "H", "H", "H", "H", "H", "H", "H", "H", "C", "C", "C", "C", "C", "C", "N", "H", "H", "H", "H", "H", "H", "H", "H"], "coordinates": [[0.31671, -0.65634, 0.49458], [0.74882, 2.30140, 1.67746], [-0.09017, 3.22034, 1.05285], [-1.03306, 2.80561, 0.20350], [-1.76277, 3.79066, -0.36796], [-1.31115, 1.20548, -0.22128], [1.11715, 2.70497, 2.52334], [1.49748, 1.98508, 1.07077], [0.18957, 4.18295, 1.00086], [-1.82329, 4.69491, 0.07173], [-2.55298, 3.49279, -0.91186], [-3.13731, -4.18403, 4.62214], [-3.71814, -3.68511, 3.53402], [-3.11361, -3.72076, 2.35273], [-3.70879, -3.20252, 1.20776], [-3.01278, -3.23732, -0.06200], [-1.70499, -2.50824, -0.01509], [-0.85518, -2.91273, -0.88657], [-1.47690, -1.59266, 0.77012], [-4.94054, -2.56206, 1.24996], [-5.46218, -2.04512, 0.27989], [-5.52687, -2.56603, 2.49765], [-5.04890, -3.11815, 3.69427], [-5.70552, -3.09454, 4.70529], [-2.12682, -4.16176, 2.24532], [-3.65173, -2.73150, -0.78082], [-2.84991, -4.25802, -0.39564], [-6.43729, -2.13837, 2.54386], [-0.34981, -5.73711, 3.15773], [-0.22282, -5.95360, 1.78967], [0.23686, -4.93551, 0.95757], [0.56915, -3.67581, 1.47063], [0.42681, -3.47769, 2.84745], [-0.01586, -4.49603, 3.68482], [1.08789, -2.57635, 0.57886], [0.49160, -2.33724, -0.73125], [1.18872, -2.28728, -2.03665], [2.57847, -2.38040, -2.13182], [3.21160, -2.29581, -3.36603], [2.47299, -2.13395, -4.53188], [1.08870, -2.04707, -4.45011], [0.45612, -2.11599, -3.21817], [-0.70842, -6.52813, 3.80763], [-0.47036, -6.92318, 1.36980], [0.35028, -5.11508, -0.10794], [0.67216, -2.50563, 3.26251], [-0.11989, -4.31426, 4.74930], [2.17259, -2.55607, 0.56812], [3.17878, -2.49925, -1.23783], [4.29472, -2.35788, -3.41148], [2.97194, -2.07594, -5.49241], [0.50035, -1.91072, -5.35071], [-0.62401, -2.03898, -3.16440], [2.61333, -0.41623, 2.65957], [3.01760, 0.06865, 1.29108], [4.24843, 0.49862, 0.84712], [4.08258, 0.88805, -0.51358], [2.75895, 0.68026, -0.83960], [2.05946, 0.98405, -2.13602], [2.08849, 0.18820, 0.27034], [3.08045, 0.18725, 3.44084], [2.89409, -1.45761, 2.83900], [1.53175, -0.33574, 2.80053], [5.16430, 0.52748, 1.42792], [4.85035, 1.26924, -1.17945], [2.40476, 0.33864, -2.94935], [2.23622, 2.01919, -2.44262], [0.98479, 0.84497, -2.03867]], "forces_ev_per_a": [[-0.152, 0.065, -0.138], [-0.141, -0.056, 0.257], [0.008, -0.245, 0.028], [0.124, -0.076, -0.105], [-0.087, 0.002, -0.009], [-0.223, -0.014, 0.007], [-0.020, 0.062, 0.151], [0.188, 0.006, -0.187], [0.153, 0.268, 0.002], [-0.014, -0.027, 0.008], [-0.016, 0.017, -0.077], [0.055, -0.105, 0.210], [-0.177, 0.040, 0.067], [0.162, 0.037, -0.574], [-0.072, 0.107, 0.124], [-0.186, -0.100, 0.306], [-0.263, 0.099, 0.289], [0.699, -0.259, -0.559], [-0.498, 0.101, 0.351], [0.097, 0.108, -0.148], [0.154, -0.218, 0.318], [0.116, -0.149, 0.065], [-0.159, 0.149, -0.185], [0.027, 0.026, 0.043], [-0.137, 0.075, -0.087], [-0.096, 0.030, -0.147], [0.058, -0.109, -0.022], [-0.131, 0.064, 0.011], [0.039, -0.067, -0.033], [0.043, 0.050, 0.002], [-0.065, -0.001, 0.025], [0.006, 0.150, -0.118], [0.034, -0.048, 0.015], [0.064, 0.080, -0.023], [-0.178, -0.612, 0.038], [0.220, 0.310, 0.001], [-0.209, -0.157, 0.005], [0.055, 0.043, -0.013], [-0.013, -0.015, 0.060], [0.040, -0.012, 0.068], [0.005, 0.033, 0.043], [-0.013, -0.023, 0.039], [0.027, 0.064, -0.058], [0.017, 0.073, 0.017], [-0.011, -0.004, 0.102], [-0.033, -0.067, -0.012], [0.010, -0.004, -0.090], [0.068, 0.144, -0.014], [-0.032, 0.012, -0.041], [-0.116, 0.002, 0.007], [-0.034, 0.004, 0.055], [0.012, -0.028, 0.059], [0.057, 0.011, -0.031], [0.197, 0.037, -0.219], [-0.030, 0.169, -0.074], [0.011, -0.021, -0.057], [0.053, -0.065, 0.030], [-0.084, 0.143, 0.281], [0.152, -0.074, 0.079], [0.824, 0.028, -0.294], [0.000, -0.015, -0.007], [-0.054, 0.007, -0.030], [-0.070, 0.009, 0.044], [-0.162, 0.016, -0.079], [-0.161, -0.040, 0.123], [-0.036, 0.020, 0.080], [-0.016, -0.044, 0.024], [-0.088, -0.009, -0.005]]}



2.
{"formula": "C27H28F7FeN5O5S3Se2", "method": "ωB97M-V with the def2-TZVPD basis set", "spin_multiplicity": 6, "charge": 1, "gap_ev": [6.25, 8.30], "e_above_lowest_kcal_mol": 8.2, "energy_ev": -262741.19862, "lumo_energy_ev": [-3.154, -3.197], "s_squared": 8.80, "species": ["Fe", "F", "C", "F", "F", "S", "O", "O", "N", "S", "O", "O", "C", "F", "F", "F", "Se", "Se", "C", "C", "C", "C", "C", "N", "C", "C", "C", "C", "C", "N", "H", "H", "H", "H", "H", "H", "H", "H", "C", "C", "C", "C", "C", "C", "C", "S", "C", "O", "H", "H", "H", "H", "H", "H", "H", "H", "H", "H", "F", "C", "C", "C", "C", "C", "C", "C", "H", "H", "H", "H", "H", "H", "N", "N", "H", "H", "H", "H"], "coordinates": [[0.38625, -0.54213, -1.50452], [4.87698, -2.34018, 0.20697], [4.98490, -1.01676, 0.10012], [6.17679, -0.71000, -0.37324], [4.83980, -0.48833, 1.31127], [3.61614, -0.41774, -1.00634], [2.41359, -0.85396, -0.30899], [3.83612, -1.04026, -2.27643], [3.80451, 1.13806, -1.02894], [2.59443, 2.10925, -0.75550], [1.30442, 1.43355, -0.81843], [2.70288, 3.33459, -1.46293], [2.72676, 2.52224, 1.05522], [2.84289, 1.38692, 1.74521], [1.59926, 3.12425, 1.43218], [3.75339, 3.30252, 1.32989], [-2.30858, -1.49533, -2.47489], [-1.12049, -2.27950, -4.28865], [0.36509, -3.02577, -3.31191], [0.82084, -4.28971, -3.65835], [1.88595, -4.81394, -2.94472], [2.45654, -4.05506, -1.93282], [1.92567, -2.80758, -1.65558], [0.89578, -2.29355, -2.33309], [-2.26702, 0.37698, -2.94489], [-3.24381, 1.00796, -3.68752], [-3.06741, 2.36427, -3.94155], [-1.95544, 3.01261, -3.41984], [-1.02927, 2.28108, -2.68867], [-1.19067, 0.97809, -2.47773], [0.34335, -4.84233, -4.45515], [2.25476, -5.80635, -3.16335], [3.29348, -4.42752, -1.36049], [2.33207, -2.18901, -0.86569], [-4.10632, 0.46707, -4.04824], [-3.78904, 2.90537, -4.53770], [-1.80326, 4.06984, -3.57737], [-0.13880, 2.73088, -2.27391], [-0.94704, 1.54969, 5.63354], [-0.56026, 0.53515, 4.59978], [-1.52664, -0.14185, 3.86209], [-1.16390, -1.03261, 2.86670], [0.17766, -1.26452, 2.61060], [1.15760, -0.62026, 3.35193], [0.78451, 0.26933, 4.34390], [0.68648, -2.33690, 1.26519], [-0.11905, -3.84890, 1.87988], [-0.19051, -1.94110, 0.08058], [-2.02081, 1.54253, 5.80833], [-0.67049, 2.55143, 5.29983], [-0.42780, 1.36362, 6.57334], [-2.57703, 0.04394, 4.04586], [-1.92865, -1.54157, 2.29689], [2.20333, -0.80908, 3.14800], [1.54428, 0.77228, 4.92816], [-1.17545, -3.68633, 2.07191], [0.39330, -4.13592, 2.79573], [0.01607, -4.61862, 1.12314], [-5.49841, 3.51766, 3.49216], [-4.65436, 2.85808, 2.68761], [-3.36239, 3.34282, 2.52160], [-2.47651, 2.63059, 1.75057], [-2.84969, 1.40563, 1.13161], [-1.91793, 0.64415, 0.43855], [-4.19593, 0.97911, 1.29561], [-5.08698, 1.69780, 2.05701], [-3.07733, 4.26910, 3.00107], [-1.45962, 2.98193, 1.63154], [-2.18771, -0.30482, 0.00055], [-0.88909, 0.97054, 0.35788], [-4.50678, 0.05045, 0.83365], [-6.11231, 1.38022, 2.18722], [1.94186, 1.11631, -3.91458], [1.47976, -0.22231, -3.67828], [2.53151, 1.14586, -4.74156], [2.51210, 1.41126, -3.13926], [2.25460, -0.88087, -3.63434], [0.88706, -0.45435, -4.46739]], "forces_ev_per_a": [[-0.682, 1.456, -0.179], [-0.139, -0.043, -0.197], [0.078, 0.154, 0.316], [-0.179, 0.058, -0.168], [-0.040, 0.053, -0.104], [1.008, 0.725, 0.066], [0.432, 2.612, 1.399], [0.417, 0.156, 0.033], [-0.046, -0.122, -0.113], [-0.276, 0.333, 0.820], [-0.341, -0.252, -0.180], [0.258, 0.007, -0.114], [-0.242, -0.119, 0.085], [0.042, -0.013, -0.037], [0.045, 0.061, -0.111], [0.050, -0.017, -0.231], [-0.500, 0.147, -0.055], [0.017, -0.476, -0.360], [-0.261, 0.143, -0.164], [-0.060, 0.274, 0.012], [0.227, 0.021, 0.147], [-0.317, -0.239, -0.398], [0.212, -2.136, -0.451], [0.329, -1.873, -0.144], [-0.117, -0.578, -0.032], [-0.030, 0.116, 0.026], [0.153, 0.007, 0.128], [-0.093, -0.115, -0.024], [-0.123, 0.175, -0.232], [1.099, -0.018, 0.605], [-0.047, -0.001, 0.049], [0.019, -0.027, -0.070], [0.020, 0.027, 0.040], [-0.678, -1.953, -0.730], [0.015, -0.019, -0.015], [-0.038, 0.018, 0.028], [0.029, 0.022, -0.023], [0.006, 0.020, -0.027], [-0.010, 0.024, -0.017], [0.098, -0.019, -0.010], [0.046, -0.044, -0.116], [-0.133, -0.112, 0.062], [0.331, -0.047, -0.178], [0.079, -0.046, -0.090], [-0.065, 0.006, 0.042], [-1.122, -0.379, 1.133], [0.424, 0.179, -0.313], [0.069, 0.452, -0.095], [-0.006, -0.005, 0.064], [0.010, 0.013, 0.005], [-0.043, 0.013, 0.037], [-0.025, 0.031, 0.028], [-0.033, 0.019, -0.074], [0.053, 0.017, -0.015], [0.042, 0.021, -0.016], [-0.010, 0.172, -0.061], [0.032, 0.004, 0.042], [0.015, -0.014, -0.040], [-0.054, 0.060, -0.076], [0.173, -0.137, -0.123], [-0.123, 0.107, 0.107], [0.043, -0.230, -0.062], [-0.279, 0.364, 0.237], [0.062, -0.072, -0.158], [0.256, -0.046, -0.043], [-0.124, 0.111, 0.166], [0.004, 0.002, 0.043], [0.033, 0.038, -0.015], [-0.009, -0.041, 0.079], [0.013, 0.055, 0.062], [-0.056, 0.000, -0.053], [-0.002, -0.047, 0.030], [-0.186, 0.042, -0.532], [0.240, 0.902, 0.306], [0.048, 0.021, 0.057], [0.119, -0.010, -0.012], [-0.002, 0.085, -0.211], [-0.153, -0.074, 0.213]]}



3.
{"formula": "C27H28IIrN3O2PS", "method": "ωB97M-V with the def2-TZVPD basis set", "charge": 2, "gap_ev": 6.43, "e_above_lowest_kcal_mol": 45.3, "energy_ev": -68068.85342, "lumo_energy_ev": -7.931, "species": ["Ir", "C", "C", "C", "C", "C", "O", "C", "N", "C", "C", "C", "C", "C", "C", "P", "C", "C", "C", "C", "C", "C", "C", "C", "C", "C", "C", "C", "H", "H", "H", "H", "H", "H", "H", "H", "H", "H", "H", "H", "H", "H", "H", "H", "H", "H", "H", "H", "H", "H", "H", "H", "N", "C", "O", "C", "I", "H", "H", "H", "H", "S", "C", "N"], "coordinates": [[-0.21055, 0.34970, -0.16035], [2.47706, -3.62629, -2.15215], [1.81787, -2.32845, -1.67146], [2.85485, -1.20991, -1.70857], [1.28728, -2.53528, -0.25995], [0.57037, -3.85229, -0.06139], [-0.30212, -3.58346, 1.07059], [-0.44447, -2.29047, 1.16435], [0.26681, -1.54789, 0.35326], [-1.26583, -1.84936, 2.31121], [-1.19255, -2.60252, 3.47364], [-1.83639, -2.15192, 4.62124], [-2.54264, -0.96287, 4.60433], [-2.65567, -0.22779, 3.42766], [-2.03735, -0.67801, 2.26761], [-2.34234, 0.10317, 0.67477], [-3.30261, 1.58688, 1.01135], [-4.66252, 1.61096, 0.69765], [-5.44400, 2.68504, 1.10188], [-4.87966, 3.72989, 1.81685], [-3.52631, 3.71168, 2.13590], [-2.74009, 2.64553, 1.73681], [-3.40362, -1.01512, -0.26283], [-3.76090, -0.65723, -1.55743], [-4.53815, -1.50752, -2.32512], [-4.96213, -2.72089, -1.79911], [-4.63451, -3.07073, -0.49658], [-3.85551, -2.22068, 0.27660], [2.91971, -3.46980, -3.13510], [1.77277, -4.45349, -2.24464], [3.28032, -3.93382, -1.47707], [0.97723, -2.10087, -2.32812], [3.77081, -1.54366, -1.21417], [2.53629, -0.30387, -1.19385], [3.10893, -0.94381, -2.73519], [2.14641, -2.49403, 0.41927], [1.22697, -4.66204, 0.23739], [-0.05046, -4.15560, -0.90452], [-0.62292, -3.52063, 3.49066], [-1.77486, -2.73549, 5.52989], [-3.02829, -0.60791, 5.50339], [-3.25095, 0.67418, 3.41555], [-5.11379, 0.79952, 0.14446], [-6.49885, 2.69688, 0.86335], [-5.49699, 4.55873, 2.13765], [-3.09019, 4.52339, 2.70291], [-1.69323, 2.62467, 2.01703], [-3.45624, 0.29405, -1.96948], [-4.79399, -1.22480, -3.33772], [-5.55691, -3.39116, -2.40558], [-4.98833, -4.00304, -0.07701], [-3.63228, -2.49520, 1.29937], [3.43902, 2.84598, -0.18064], [2.21231, 2.41136, -0.41007], [1.79468, 1.35820, 0.10771], [1.33411, 3.23223, -1.31665], [-0.67783, 2.97932, -0.72248], [4.05735, 2.29954, 0.40086], [3.78322, 3.70793, -0.57182], [1.40044, 2.85676, -2.33618], [1.56805, 4.29340, -1.29392], [0.12973, 0.40836, -2.43318], [-1.31751, 0.35560, -3.29667], [-2.27620, 0.27833, -3.93444]], "forces_ev_per_a": [[0.091, 2.675, 1.148], [-0.009, -0.044, 0.002], [-0.046, 0.046, 0.018], [0.054, 0.069, -0.013], [0.084, 0.304, 0.179], [-0.029, -0.086, 0.155], [0.195, -0.139, 0.077], [0.038, 0.246, 0.030], [-0.028, -1.412, -0.353], [-0.038, 0.215, -0.237], [-0.024, 0.080, -0.003], [0.008, -0.029, 0.013], [-0.039, 0.034, 0.006], [-0.070, -0.150, -0.005], [0.286, 0.082, 0.155], [-0.400, -0.859, -1.296], [0.080, 0.129, 0.031], [0.009, 0.062, -0.033], [0.019, -0.021, -0.020], [-0.018, 0.023, 0.024], [0.002, 0.029, -0.023], [-0.014, -0.079, 0.055], [0.002, -0.198, 0.379], [-0.124, 0.106, -0.007], [0.046, -0.014, -0.032], [-0.016, -0.006, -0.010], [0.043, 0.032, 0.009], [-0.054, -0.019, 0.017], [0.000, 0.011, 0.010], [0.003, 0.020, -0.026], [-0.016, 0.021, -0.006], [0.004, -0.028, -0.023], [-0.003, -0.005, -0.027], [-0.042, -0.070, -0.023], [-0.003, -0.053, -0.005], [-0.041, 0.049, 0.062], [0.009, -0.038, -0.093], [-0.083, 0.072, 0.020], [0.007, 0.006, -0.001], [0.008, 0.017, 0.000], [0.004, -0.002, -0.009], [-0.025, -0.007, -0.005], [-0.014, -0.011, 0.037], [0.010, 0.004, -0.016], [0.012, -0.002, -0.013], [-0.001, -0.013, -0.001], [-0.030, -0.033, 0.088], [-0.037, -0.018, 0.046], [-0.008, 0.003, 0.026], [-0.015, 0.011, 0.021], [0.007, 0.008, -0.006], [0.038, -0.011, -0.014], [-0.047, 0.047, -0.046], [-0.160, -0.034, 0.163], [0.422, -0.524, -0.276], [0.177, 0.133, -0.171], [-0.094, -0.015, 0.300], [0.019, -0.024, -0.004], [0.010, 0.007, 0.018], [0.014, 0.022, -0.017], [-0.020, 0.004, 0.020], [-0.432, -0.680, -0.312], [0.132, -0.093, 0.097], [0.149, 0.148, -0.081]]}